[1]
{
  "formula": "C19H48AlF3O21S7",
  "method": "ωB97M-V/def2-TZVPD",
  "elements": ["Al", "C", "F", "F", "F", "S", "O", "O", "O", "O", "S", "O", "O", "C", "C", "C", "H", "H", "H", "H", "H", "H", "H", "H", "O", "S", "O", "O", "C", "C", "C", "H", "H", "H", "H", "H", "H", "H", "H", "O", "S", "O", "O", "C", "C", "C", "H", "H", "H", "H", "H", "H", "H", "H", "O", "S", "O", "O", "C", "C", "C", "H", "H", "H", "H", "H", "H", "H", "H", "O", "S", "O", "O", "C", "C", "C", "H", "H", "H", "H", "H", "H", "H", "H", "O", "S", "O", "O", "C", "C", "C", "H", "H", "H", "H", "H", "H", "H", "H"],
  "xyz": [[1.3125, 0.1748, 1.2134], [-1.8888, -3.7941, 3.1814], [-0.8092, -4.5351, 3.2345], [-2.4627, -3.8358, 2.0142], [-2.7285, -4.1917, 4.1093], [-1.3766, -1.9695, 3.5345], [-2.6623, -1.3084, 3.5460], [-0.6830, -1.9455, 4.8297], [-0.5147, -1.5969, 2.3974], [2.4423, -0.5550, -1.3740], [3.1315, -1.0426, -2.5425], [4.1736, -2.0178, -2.3422], [1.9972, -1.5958, -3.5972], [2.5208, -2.1920, -4.7884], [1.3145, -2.7238, -5.5264], [3.8345, 0.3948, -3.4497], [3.2504, -2.9618, -4.5284], [3.0310, -1.4843, -5.4502], [0.8178, -3.5552, -5.0327], [1.6716, -3.0921, -6.4910], [0.6359, -1.8889, -5.6975], [4.1257, 0.0070, -4.4230], [4.7205, 0.7272, -2.9174], [3.0208, 1.1088, -3.5299], [-0.2907, -1.7793, -0.2482], [-0.7166, -2.8806, -1.1068], [-0.0465, -3.1799, -2.3484], [-0.7581, -4.2702, -0.2758], [-0.8429, -5.4980, -1.0540], [-0.8079, -6.6447, -0.0381], [-2.4738, -2.5673, -1.4093], [0.0279, -5.6033, -1.6991], [-1.7172, -5.5016, -1.7046], [-0.9603, -7.5400, -0.6425], [-1.6156, -6.5818, 0.6876], [0.1707, -6.6748, 0.4331], [-2.9732, -2.5575, -0.4477], [-2.8263, -3.2665, -2.1642], [-2.4228, -1.6060, -1.9250], [-1.5686, 0.8540, -2.5715], [-0.3683, 1.6254, -2.3606], [0.4025, 1.5012, -1.1546], [0.6124, 1.2775, -3.5951], [0.0772, 1.4146, -4.9481], [1.0564, 2.2265, -5.7641], [-0.6408, 3.3768, -2.7302], [-0.9574, 1.7559, -4.9821], [-0.0383, 0.4108, -5.3624], [1.8972, 1.6118, -6.0796], [1.4199, 3.1405, -5.3005], [0.4716, 2.4914, -6.6494], [-1.2247, 3.8127, -1.9211], [-1.1978, 3.4000, -3.6603], [0.3225, 3.8772, -2.7769], [2.2024, -1.0566, 3.5060], [3.1624, -1.7558, 4.3441], [4.4157, -2.1588, 3.8001], [3.4594, -0.7302, 5.5933], [4.3317, -1.2064, 6.6089], [4.2146, -0.3046, 7.8309], [2.2850, -3.1097, 5.1416], [5.3702, -1.2241, 6.2728], [4.0373, -2.2175, 6.9050], [4.8046, -0.6248, 8.6904], [3.1933, -0.3972, 8.2074], [4.5013, 0.7253, 7.6300], [1.6269, -3.5268, 4.3871], [1.7334, -2.6830, 5.9802], [2.9887, -3.7804, 5.6299], [-1.4832, 0.8286, 0.7583], [-2.7280, 1.5735, 0.7173], [-2.8073, 2.8439, 0.0317], [-3.8079, 0.5628, 0.0799], [-4.9009, 1.0556, -0.7185], [-5.0606, 0.0932, -1.8914], [-3.3350, 1.7332, 2.3990], [-4.8138, 2.0616, -1.1220], [-5.7716, 0.9892, -0.0626], [-4.2006, 0.1708, -2.5551], [-5.9637, 0.4266, -2.4124], [-5.2929, -0.9497, -1.6783], [-4.3758, 2.0369, 2.3088], [-2.6969, 2.4519, 2.9065], [-3.2776, 0.7343, 2.8265], [-1.1995, 4.0940, 2.4654], [0.0614, 4.1946, 1.7695], [0.7365, 2.9715, 1.4036], [-0.1103, 5.0693, 0.4415], [-1.0149, 6.1819, 0.4378], [-0.9506, 6.8306, -0.9392], [1.1250, 5.2569, 2.7753], [-0.7445, 6.9019, 1.2144], [-2.0176, 5.8344, 0.6936], [-1.1945, 6.1770, -1.7735], [0.0854, 7.1208, -1.1340], [-1.5313, 7.7504, -0.9361], [1.4058, 4.6268, 3.6174], [0.6227, 6.1765, 3.0580], [2.0303, 5.5011, 2.2207]],
  "forces_ev_per_a": [[-2.26, -0.85, -0.84], [0.32, 0.62, 0.75], [0.55, -0.30, -0.30], [-0.18, -0.03, -0.69], [-0.06, 0.30, 0.18], [-0.48, -0.28, 2.63], [0.48, 0.00, -0.44], [-0.51, -0.12, -1.76], [0.62, 0.60, -0.83], [-0.75, 0.24, 0.65], [1.03, -0.32, -1.55], [-0.95, 0.57, -0.32], [1.48, 1.44, 2.03], [0.00, -0.91, -0.63], [0.47, -0.14, -0.46], [-0.72, -1.30, 0.41], [-0.18, -0.05, 0.06], [-0.09, 0.31, 0.35], [-0.03, 0.20, 0.25], [-0.16, 0.06, -0.06], [-0.21, -0.20, -0.04], [0.03, 0.10, -0.01], [-0.15, 0.09, 0.17], [0.17, 0.20, 0.05], [0.38, -0.75, -0.14], [-0.69, -1.15, -0.63], [-0.33, 0.73, 0.92], [0.22, 1.71, -0.13], [0.53, -0.80, 0.43], [-0.38, 0.43, -1.02], [1.44, 0.29, -0.64], [0.05, 0.35, 0.02], [-0.24, 0.12, 0.29], [0.12, -0.21, 0.27], [0.07, 0.05, 0.08], [-0.07, -0.08, 0.16], [-0.22, 0.07, -0.13], [-0.09, -0.38, 0.41], [-0.30, 0.25, 0.43], [0.54, 0.62, 0.63], [-0.25, 0.02, -2.02], [0.44, -0.16, 0.28], [-0.47, 0.15, 1.12], [0.19, -0.62, -0.06], [-0.76, -0.24, -0.58], [-0.19, -0.63, 0.84], [0.16, 0.56, 0.47], [0.40, -0.11, 0.16], [0.08, 0.09, 0.05], [-0.16, -0.03, 0.19], [0.44, 0.19, -0.21], [-0.12, -0.20, 0.03], [0.06, 0.15, -0.06], [0.06, -0.15, -0.14], [-0.62, 0.68, -0.93], [1.47, 0.55, 2.37], [-0.49, -0.12, -0.23], [-1.30, -0.57, -2.17], [1.23, -0.35, 1.48], [-0.65, -0.23, 0.18], [0.14, 0.86, 0.41], [-0.18, -0.08, -0.36], [0.09, 0.00, -0.10], [0.39, -0.35, -0.40], [-0.10, 0.54, -0.15], [-0.25, 0.03, -0.15], [0.09, -0.33, 0.13], [-0.39, 0.22, -0.39], [0.22, -0.25, -0.71], [0.01, 0.09, 0.07], [-0.94, -0.02, 0.25], [0.42, -0.86, 0.29], [1.70, 0.91, 0.56], [-1.08, -1.35, -0.44], [-0.65, 0.54, -0.27], [0.13, -0.36, -0.95], [0.59, 0.08, 0.44], [-0.05, 0.24, -0.10], [-0.05, -0.06, -0.05], [0.21, 0.14, -0.29], [0.38, 0.04, 0.56], [0.06, 0.24, 0.17], [-0.15, 0.04, -0.01], [0.04, 0.06, 0.07], [0.87, -0.09, -0.59], [-1.12, 1.75, 0.75], [0.54, -0.30, -0.16], [0.84, -1.61, 0.48], [-1.09, 0.68, -0.14], [1.01, 0.04, 0.36], [0.40, -0.92, -0.67], [0.26, -0.03, -0.09], [0.07, -0.17, -0.16], [-0.54, -0.07, 0.21], [0.00, 0.14, 0.12], [-0.23, -0.16, -0.14], [-0.16, 0.24, 0.23], [-0.31, -0.22, 0.08], [-0.08, -0.10, -0.15]],
  "homo_lumo_gap_ev": 3.59,
  "mol_weight_g_mol": 921.0,
  "e_tot_ev": -154051.888,
  "homo_energy_ev": -15.47,
  "max_force_ha_per_bohr": 0.0563,
  "total_charge": 2,
  "de_lowest_kj_mol": 177.0
}

=====

[2]
{
  "formula": "C19H48N10O12S",
  "method": "ωB97M-V/def2-TZVPD",
  "elements": ["C", "O", "N", "N", "H", "H", "H", "H", "C", "O", "N", "N", "H", "H", "H", "H", "C", "O", "N", "N", "H", "H", "H", "H", "C", "O", "N", "N", "H", "H", "H", "H", "C", "O", "N", "N", "H", "H", "H", "H", "C", "C", "O", "S", "O", "O", "O", "H", "H", "H", "H", "C", "C", "C", "O", "C", "H", "H", "H", "H", "H", "H", "H", "H", "C", "C", "C", "O", "C", "H", "H", "H", "H", "H", "H", "H", "H", "C", "C", "C", "O", "C", "H", "H", "H", "H", "H", "H", "H", "H"],
  "xyz": [[4.8980, 1.3416, -6.3147], [3.7111, 1.1964, -6.1052], [5.5309, 1.2350, -7.4541], [5.8046, 1.4410, -5.3238], [4.9218, 1.4089, -8.2409], [6.5135, 1.4633, -7.5038], [6.7801, 1.3851, -5.5796], [5.6003, 1.4297, -4.3347], [-5.3206, -1.7930, 5.0200], [-4.7609, -2.7610, 4.4476], [-5.7747, -1.8390, 6.2511], [-5.4551, -0.5867, 4.5117], [-5.8082, -2.7202, 6.7435], [-6.3296, -1.0254, 6.4751], [-5.9787, 0.1042, 5.0300], [-4.9688, -0.3903, 3.6486], [6.6977, -0.0953, 0.1410], [5.9848, 0.8775, 0.3964], [6.2888, -1.2901, 0.3302], [7.9276, -0.0714, -0.3232], [5.3763, -1.2509, 0.7614], [6.7615, -2.0827, -0.0803], [8.3141, -0.7811, -0.9290], [8.1723, 0.8966, -0.4753], [-6.9933, -0.2878, -2.5355], [-7.2012, -0.7142, -1.4433], [-6.8889, 0.9651, -2.8497], [-6.8588, -1.0311, -3.5707], [-7.1506, 1.6845, -2.1909], [-6.9127, 0.9707, -3.8594], [-7.1651, -1.9841, -3.4361], [-6.9078, -0.5888, -4.4773], [1.6234, -4.3871, 4.3685], [2.4440, -4.6725, 5.2274], [0.3836, -4.0396, 4.5861], [1.9391, -4.3401, 3.0677], [-0.3289, -3.7280, 3.9417], [0.1175, -4.1630, 5.5525], [2.8381, -4.6762, 2.7531], [1.3347, -4.0179, 2.3254], [-0.7943, 1.0737, 7.6478], [-1.6374, 2.3183, 7.9529], [-1.2131, 3.2638, 7.0325], [0.3619, 3.0307, 6.6537], [1.3326, 3.3597, 7.6688], [0.7190, 3.3816, 5.2644], [0.0561, 1.4206, 6.6807], [-1.4682, 0.2867, 7.3092], [-0.2362, 0.7787, 8.5364], [-1.4822, 2.7394, 8.9463], [-2.6948, 2.0712, 7.8582], [-3.2765, -5.7032, -4.0131], [-2.9002, -4.5961, -4.9388], [-1.3847, -4.7449, -5.1452], [-1.0347, -5.5493, -4.0049], [-2.0771, -5.8292, -3.0920], [-3.4135, -6.5589, -4.6742], [-4.2001, -5.5073, -3.4684], [-3.0713, -3.6605, -4.4063], [-3.4670, -4.4793, -5.8625], [-0.8292, -3.8072, -5.1268], [-1.2511, -5.4310, -5.9816], [-2.1410, -5.0352, -2.3480], [-2.0549, -6.7476, -2.5053], [3.8034, 6.4765, -1.7774], [2.6620, 5.9423, -0.9596], [1.6055, 5.9178, -1.9980], [1.7302, 7.2447, -2.5304], [3.1228, 7.5827, -2.6107], [4.1717, 5.6763, -2.4194], [4.6104, 6.9280, -1.2003], [2.4668, 6.5575, -0.0813], [2.8933, 4.9477, -0.5781], [0.6579, 5.6254, -1.5456], [1.8423, 5.2627, -2.8364], [3.4053, 8.5693, -2.2432], [3.4298, 7.6442, -3.6548], [-1.0080, -0.1503, -0.9519], [0.4312, -0.2267, -0.4134], [0.2018, 0.4364, 0.9693], [-1.0779, -0.2082, 1.3384], [-1.8883, -0.4961, 0.1969], [-1.2084, -0.8827, -1.7340], [-1.1595, 0.8644, -1.3200], [1.3097, 0.1629, -0.9278], [0.6872, -1.2847, -0.3562], [0.2395, 1.5230, 0.8926], [0.9057, 0.1756, 1.7596], [-2.7807, 0.1279, 0.2460], [-2.0550, -1.5732, 0.2008]],
  "forces_ev_per_a": [[-0.88, -1.10, 3.22], [-0.58, 0.53, -0.55], [0.33, 0.12, -3.86], [1.67, 0.49, 1.90], [0.53, -0.16, -0.29], [-0.47, 0.10, -0.38], [-0.25, 0.08, 0.44], [-0.37, -0.06, -0.46], [2.46, -3.63, -1.97], [-0.90, 1.72, 0.82], [-1.13, -0.19, 2.50], [-0.02, 2.12, -1.74], [-0.28, 0.39, -0.10], [-0.12, -0.80, 0.99], [0.43, 0.16, -0.68], [-0.40, 0.21, 0.18], [-1.27, 2.65, 0.03], [0.82, 0.23, 0.05], [-2.56, -4.00, 1.06], [3.10, 2.32, -1.21], [-0.06, -1.15, -0.29], [-0.58, -0.04, 0.56], [-0.13, 0.25, 0.24], [0.67, -0.25, -0.47], [-0.60, 0.26, 2.93], [-0.45, -1.12, 3.09], [0.49, 3.50, -1.14], [0.43, -4.03, -4.22], [0.04, -0.03, -0.61], [-0.07, 2.26, 0.46], [0.20, 0.11, -0.46], [-0.02, -0.94, -0.03], [2.24, -0.06, -0.58], [-0.25, -0.34, 0.29], [-3.29, 0.56, 2.31], [1.29, -0.20, -2.68], [0.49, -0.23, -0.04], [-0.26, 0.28, -0.22], [-0.17, 0.16, 0.43], [-0.10, -0.13, 0.48], [-1.67, -0.85, 2.64], [-0.34, -0.49, 1.44], [1.14, 2.41, -1.45], [1.17, -1.38, -2.67], [-1.83, -0.06, -0.43], [-1.77, -0.54, 3.48], [3.04, 1.23, -2.85], [0.37, -0.22, -0.07], [-0.19, -0.34, 0.15], [0.08, -0.30, 0.17], [0.01, 0.53, -0.44], [-1.01, -0.80, -0.16], [0.19, 2.35, 0.00], [-1.76, -1.70, 1.22], [2.37, -0.77, 0.85], [-1.19, 1.42, -1.06], [-0.01, -0.63, 0.52], [-0.10, -0.07, -0.11], [0.01, 0.31, 0.06], [-0.01, -0.46, -0.03], [0.06, -0.23, -0.36], [0.65, 0.64, -0.46], [0.06, 0.30, 0.24], [0.74, -0.36, -0.69], [0.83, 0.92, -0.35], [1.25, -1.35, 0.76], [0.24, 0.69, -0.04], [-1.06, 1.04, -0.21], [0.06, -0.90, -0.02], [0.25, 0.08, 0.04], [0.16, -0.37, 0.02], [-0.48, 0.21, -0.25], [0.03, -0.14, 0.04], [-0.46, 0.79, -0.54], [0.00, -0.63, 0.24], [-0.83, 0.17, 0.55], [0.02, -0.53, -0.23], [0.94, 0.34, -1.86], [0.08, -0.28, 0.95], [-0.62, -2.22, -0.52], [0.85, 1.30, 1.14], [1.19, 0.50, 0.91], [0.24, 0.33, -0.44], [-0.35, -0.04, -0.15], [-0.61, 0.67, -0.58], [-0.04, -0.20, 0.70], [-0.78, 0.17, -0.04], [-0.02, -0.23, -0.12], [-0.28, -0.42, -0.11], [-0.60, 0.07, 0.13]],
  "homo_lumo_gap_ev": 9.55,
  "mol_weight_g_mol": 640.7,
  "e_tot_ev": -70785.297,
  "homo_energy_ev": -9.30,
  "max_force_ha_per_bohr": 0.1138,
  "de_lowest_kj_mol": 523.8
}